No. 1
Molecular formula: C7H12ClNS
Method: DFT, ωB97M-V/def2-TZVPD

* gap between HOMO and LUMO (alpha / beta): 4.835 / 8.414 eV
* ⟨S²⟩: 2.007
* charge: 0
* 2S+1: 3

Geometry (Å):
C  0.689  1.052  -1.078
C  -0.525  0.770  -1.666
C  -0.841  -0.489  0.205
C  0.879  0.230  0.147
C  1.916  -0.941  -0.069
C  1.120  1.105  1.449
C  -2.602  -0.707  -1.456
N  -1.331  -0.101  -1.033
S  -1.871  0.039  1.603
Cl  -0.886  1.559  -3.196
H  1.372  1.740  -1.346
H  -0.941  -1.585  0.200
H  1.692  -1.799  0.551
H  2.883  -0.446  0.149
H  1.923  -1.335  -1.156
H  0.257  0.967  2.152
H  1.419  2.219  1.246
H  1.943  0.774  2.074
H  -3.074  -0.186  -2.224
H  -2.431  -1.649  -1.980
H  -3.184  -0.604  -0.600
H  -1.807  1.289  1.479

Atoms 1-3, force components in eV/Å:
C 1.778 -1.902 4.074
C -3.296 1.011 -4.889
C 2.528 0.427 0.596

---

No. 2
Molecular formula: C7H12CrF9O13S3
Method: DFT, ωB97M-V/def2-TZVPD

* energy above the lowest of the compared OMol25 structures with the same formula, charge and spin: 0.0 kcal/mol
* gap between HOMO and LUMO (alpha / beta): 7.603 / 9.118 eV
* ⟨S²⟩: 6.004
* charge: -1
* 2S+1: 5

Geometry (Å):
Cr  0.184  0.044  0.060
C  2.852  -0.657  -3.370
F  1.982  0.244  -3.803
F  3.452  -1.237  -4.398
F  3.806  -0.006  -2.667
S  2.048  -1.874  -2.220
O  3.135  -2.399  -1.430
O  1.146  -0.984  -1.496
O  1.323  -2.803  -3.035
C  -3.356  -0.555  -2.879
F  -3.043  0.362  -3.793
F  -4.657  -0.848  -3.046
F  -2.665  -1.676  -3.099
S  -3.057  0.034  -1.150
O  -3.747  1.290  -1.117
O  -3.593  -1.013  -0.306
O  -1.596  0.073  -1.093
C  -2.128  0.735  3.651
F  -2.598  1.381  4.720
F  -1.001  0.083  4.025
F  -3.027  -0.155  3.263
S  -1.670  1.915  2.310
O  -0.793  2.865  2.951
O  -1.009  1.019  1.363
O  -2.904  2.437  1.829
C  -0.028  -2.851  1.491
C  1.213  -2.215  2.088
O  1.782  -1.266  1.170
O  -0.867  -1.839  0.950
H  -0.575  -3.331  2.308
H  0.272  -3.530  0.687
H  1.925  -2.985  2.382
H  0.919  -1.644  2.975
H  2.676  -1.552  0.960
H  -1.659  -2.200  0.531
C  1.612  2.793  0.655
C  1.640  2.671  -0.855
O  0.529  1.835  -1.246
O  1.665  1.476  1.192
H  0.849  3.417  1.117
H  2.547  3.358  0.820
H  2.548  2.155  -1.175
H  1.595  3.621  -1.388
H  -0.046  2.342  -1.825
H  2.320  1.465  1.892

Atoms 1-3, force components in eV/Å:
Cr -0.370 -0.490 -0.338
C 0.168 -0.232 1.040
F -0.095 0.116 -0.339

---

No. 3
Molecular formula: C7H12FP
Method: DFT, ωB97M-V/def2-TZVPD

* energy above the lowest of the compared OMol25 structures with the same formula, charge and spin: 72.6 kcal/mol
* gap between HOMO and LUMO: 8.155 eV
* SMILES string: C[C@H]1CC=[PH2]C(F)=CC1
* charge: 0

Geometry (Å):
C  -2.206  1.008  0.679
C  -0.924  0.311  0.441
C  -1.037  -1.106  -0.045
C  0.227  -1.961  0.218
P  1.858  -1.275  -0.140
C  2.195  0.541  -0.036
F  3.400  0.882  0.443
C  1.222  1.417  -0.215
C  -0.156  1.015  -0.741
H  -2.202  1.989  1.009
H  -2.654  0.549  1.451
H  -2.786  0.856  -0.128
H  -0.366  0.238  1.288
H  -1.262  -1.190  -1.051
H  -1.722  -1.737  0.538
H  0.017  -2.969  -0.249
H  2.748  -1.594  -1.386
H  2.736  -1.822  0.737
H  1.396  2.514  0.021
H  -0.608  1.822  -1.141
H  0.124  0.512  -1.693

Atoms 1-3, force components in eV/Å:
C 1.833 -0.420 0.218
C -0.427 0.101 -4.334
C 0.826 -1.936 2.556

---

Strongest force on any atom list, top to bottom, in eV/A: 5.98 2.02 4.36